1.
{
  "formula": "C36H31I2N4NaOP",
  "method": "ωB97M-V with the def2-TZVPD basis set",
  "de_lowest_kj_mol": 33.6,
  "e_lumo_ev": 1.15,
  "energy_ev": -75753.8584,
  "total_charge": -1,
  "gap_ev": 5.27,
  "e_homo_ev": -4.12,
  "elements": ["Na", "C", "N", "C", "C", "C", "C", "C", "N", "C", "C", "C", "C", "C", "C", "H", "H", "H", "H", "H", "H", "H", "H", "H", "H", "H", "O", "C", "C", "C", "C", "C", "C", "C", "P", "C", "C", "C", "C", "C", "C", "C", "C", "C", "C", "C", "C", "H", "H", "H", "H", "H", "H", "H", "H", "H", "H", "H", "H", "H", "H", "N", "C", "C", "C", "N", "C", "C", "H", "H", "H", "H", "H", "H", "I", "I"],
  "positions_angstrom": [[-0.31813, 0.92083, 1.20585], [-1.11145, -2.44104, 2.20603], [-1.23208, -1.00716, 2.32023], [-1.47398, -0.53369, 3.49455], [-1.68430, 0.82946, 3.82506], [-1.90832, 1.31298, 5.13165], [-2.08765, 2.68594, 5.00525], [-1.96123, 2.95971, 3.62885], [-1.72338, 1.85588, 2.91348], [-2.37073, -3.09700, 1.66895], [-2.47826, -4.48910, 1.68422], [-3.59261, -5.12304, 1.15675], [-4.62214, -4.37034, 0.59749], [-4.52965, -2.98711, 0.59284], [-3.41214, -2.35242, 1.12933], [-0.86643, -2.91395, 3.16857], [-0.28777, -2.68193, 1.52418], [-1.52772, -1.21937, 4.35266], [-1.93013, 0.72048, 6.03525], [-2.27706, 3.40229, 5.79063], [-2.03637, 3.92452, 3.14318], [-1.67057, -5.07504, 2.11066], [-3.66070, -6.20429, 1.18102], [-5.49329, -4.86281, 0.18205], [-5.33177, -2.39121, 0.17442], [-3.34261, -1.27147, 1.14123], [-0.75541, 1.13968, -1.11562], [-1.28445, 0.19253, -1.60821], [-2.68199, -0.13812, -1.94495], [-3.89133, 0.54334, -1.88134], [-5.01428, -0.15340, -2.29900], [-4.91399, -1.46531, -2.76496], [-3.69392, -2.13294, -2.82418], [-2.56849, -1.43680, -2.41599], [-0.69758, -1.57174, -2.30509], [-0.55206, -3.41289, -2.35388], [0.48746, -4.01766, -3.06243], [0.58067, -5.39804, -3.10923], [-0.34186, -6.18532, -2.42866], [-1.36032, -5.58845, -1.70545], [-1.47416, -4.20077, -1.67273], [-0.19812, -1.02694, -3.96462], [0.70611, 0.01884, -4.12538], [1.02542, 0.47179, -5.39846], [0.44798, -0.11951, -6.51210], [-0.45363, -1.16436, -6.35690], [-0.77943, -1.61553, -5.08749], [-3.94755, 1.55588, -1.50331], [-5.99035, 0.31312, -2.25573], [-5.81631, -1.97700, -3.07979], [-3.63410, -3.15516, -3.17471], [1.23198, -3.40444, -3.55508], [1.38992, -5.86061, -3.65963], [-0.25484, -7.26426, -2.45331], [-2.07285, -6.19068, -1.15644], [-2.27041, -3.74029, -1.10196], [1.17317, 0.45944, -3.25311], [1.73539, 1.27919, -5.51888], [0.70427, 0.22914, -7.50453], [-0.90138, -1.62889, -7.22624], [-1.47894, -2.43446, -4.96317], [6.01954, 0.27724, 1.99987], [4.67911, 0.59606, 2.06823], [4.20434, 1.90252, 1.96164], [2.84201, 2.12590, 1.92388], [1.92723, 1.16079, 2.02747], [2.39178, -0.08221, 2.23025], [3.72551, -0.41083, 2.26353], [6.56080, 0.98775, 1.52763], [6.13915, -0.60210, 1.48826], [4.89553, 2.72848, 1.83765], [2.46186, 3.13172, 1.77910], [1.64118, -0.86094, 2.33014], [4.03989, -1.44050, 2.36496], [1.59372, -1.48770, -1.00653], [5.43652, -2.70571, -0.26718]],
  "mulliken_charge": [0.744, -1.799, 0.564, -0.153, 0.211, -0.832, -0.540, -0.681, -0.302, 0.953, -0.482, -0.603, -0.597, -0.671, -0.387, 0.662, 0.191, 0.262, 0.430, 0.401, 0.442, 0.392, 0.467, 0.383, 0.492, 0.476, -0.897, 0.771, -0.427, -0.574, -0.592, -0.804, -0.125, 0.692, 0.712, 0.579, -0.767, -0.674, -0.574, -0.767, 0.110, 0.496, -0.428, -0.787, -0.450, -0.719, -0.246, 0.551, 0.390, 0.441, 0.505, 0.475, 0.410, 0.390, 0.451, -0.062, 0.379, 0.410, 0.374, 0.398, 0.326, -0.583, 0.728, -0.575, -0.568, -0.208, -0.510, -0.424, 0.234, 0.135, 0.289, 0.386, 0.357, 0.520, 0.033, -0.804]
}



2.
{
  "formula": "H6O3",
  "method": "ωB97M-V with the def2-TZVPD basis set",
  "de_lowest_kj_mol": 268.3,
  "e_lumo_ev": 0.35,
  "energy_ev": -6237.4721,
  "total_charge": 0,
  "smiles": "O.O.O",
  "gap_ev": 9.55,
  "e_homo_ev": -9.20,
  "elements": ["O", "H", "H", "O", "H", "H", "O", "H", "H"],
  "positions_angstrom": [[0.97990, 2.07702, -0.44114], [0.48898, 1.61157, 0.24539], [1.90251, 1.87858, -0.24518], [0.35689, 0.44844, -1.25327], [1.07821, 0.15288, -0.68641], [0.51150, -0.00916, -2.08735], [-1.52060, -2.40372, 1.73703], [-1.34988, -1.55591, 1.31153], [-1.16090, -3.05192, 1.12103]],
  "mulliken_charge": [-0.653, 0.346, 0.312, -0.587, 0.316, 0.264, -0.639, 0.323, 0.318]
}



3.
{
  "formula": "C12H11N3O4S",
  "method": "ωB97M-V with the def2-TZVPD basis set",
  "de_lowest_kj_mol": 21.6,
  "e_lumo_ev": 0.28,
  "energy_ev": -36116.4517,
  "total_charge": 0,
  "smiles": "COCc1nnc(NC(=O)c2ccc3c(c2)OCO3)s1",
  "gap_ev": 8.98,
  "e_homo_ev": -8.69,
  "elements": ["C", "O", "C", "C", "N", "N", "C", "N", "C", "O", "C", "C", "C", "C", "C", "C", "O", "C", "O", "S", "H", "H", "H", "H", "H", "H", "H", "H", "H", "H", "H"],
  "positions_angstrom": [[2.11733, 2.46671, -1.11630], [3.32454, 1.76171, -1.27338], [3.24977, 0.62058, -2.09292], [2.66741, -0.57293, -1.40872], [3.34894, -1.59143, -1.03775], [2.65586, -2.53346, -0.42303], [1.40097, -2.25734, -0.29017], [0.52105, -3.12938, 0.27620], [-0.78366, -2.93547, 0.69531], [-1.49277, -3.88872, 0.90686], [-1.20212, -1.52482, 0.90353], [-0.44174, -0.68593, 1.71135], [-0.83643, 0.62224, 1.97168], [-2.00689, 1.04959, 1.39062], [-2.78331, 0.20195, 0.59265], [-2.41144, -1.09438, 0.34393], [-3.88633, 0.87816, 0.15670], [-3.79415, 2.17385, 0.70996], [-2.60574, 2.27155, 1.46884], [0.95354, -0.70935, -1.00004], [2.36594, 3.36396, -0.55322], [1.69629, 2.74975, -2.08891], [1.36687, 1.89247, -0.56031], [2.67553, 0.83842, -3.00679], [4.28140, 0.37477, -2.35743], [0.85299, -4.08788, 0.32262], [0.46940, -1.05632, 2.15708], [-0.25297, 1.27487, 2.59850], [-3.01031, -1.75544, -0.25887], [-4.66310, 2.36100, 1.36052], [-3.77686, 2.92127, -0.09852]],
  "mulliken_charge": [-0.449, -0.355, -0.533, 0.700, -0.418, -0.552, 0.309, -0.058, 0.020, -0.612, -0.099, -0.045, -0.926, 0.999, 0.845, -1.000, -0.483, -0.262, -0.478, 0.003, 0.244, 0.292, 0.089, 0.311, 0.271, 0.283, 0.450, 0.468, 0.477, 0.256, 0.255]
}



4.
{
  "formula": "C17H23N3O2S",
  "method": "ωB97M-V with the def2-TZVPD basis set",
  "de_lowest_kj_mol": 1495.0,
  "e_lumo_ev": 0.32,
  "energy_ev": -37389.7229,
  "total_charge": 0,
  "smiles": "Cc1cccc(NC(=S)N2CCN(C(=O)[C@@H]3CCCO3)CC2)c1",
  "gap_ev": 8.10,
  "e_homo_ev": -7.78,
  "elements": ["C", "C", "C", "C", "C", "C", "N", "C", "S", "N", "C", "C", "N", "C", "O", "C", "C", "C", "C", "O", "C", "C", "C", "H", "H", "H", "H", "H", "H", "H", "H", "H", "H", "H", "H", "H", "H", "H", "H", "H", "H", "H", "H", "H", "H", "H"],
  "positions_angstrom": [[-3.69486, -4.56548, -2.71470], [-3.40851, -3.30341, -3.37233], [-3.70301, -2.67667, -4.54531], [-3.36644, -1.53973, -5.07222], [-2.58726, -0.73162, -4.45717], [-2.37756, -1.06633, -3.03979], [-1.72306, -0.16539, -2.05042], [-1.58414, 0.04518, -0.77465], [-2.87283, -0.48833, 0.06805], [-0.68195, 1.10832, -0.61773], [-0.89422, 1.45589, 1.00074], [0.22738, 0.87683, 1.78846], [1.54236, 1.10863, 0.99467], [2.55424, 1.80938, 1.63081], [3.47936, 1.83872, 0.94503], [2.36772, 2.21904, 3.17664], [3.88857, 2.60832, 3.61952], [4.33635, 1.32709, 4.22798], [3.29298, 0.35653, 4.75402], [2.00396, 0.94346, 4.02626], [1.68839, 0.52991, -0.29614], [0.55734, 1.39959, -1.13870], [-2.76267, -2.44962, -2.53004], [-2.61111, -5.03273, -2.61238], [-4.00496, -4.56161, -1.63815], [-4.30944, -5.20855, -3.52228], [-4.12945, -3.71090, -5.16856], [-3.59871, -1.45176, -6.03628], [-2.51444, 0.26580, -4.73384], [-1.42660, 0.85965, -2.60078], [-0.53273, 2.49258, 0.94576], [-1.84589, 1.31408, 1.55153], [-0.14243, -0.15731, 1.76739], [0.24118, 1.03995, 2.82370], [1.65376, 2.82143, 3.21253], [4.31173, 3.20441, 2.99833], [3.59538, 3.42428, 4.39028], [5.08310, 1.63004, 5.00283], [4.82907, 0.92644, 3.34990], [3.20310, -0.51376, 4.55155], [3.09063, 0.98407, 5.60555], [1.35347, -0.51111, -0.32413], [2.65658, 0.69921, -0.72153], [0.72259, 2.46202, -1.05520], [0.37990, 0.88007, -1.96767], [-2.28688, -2.49660, -1.44152]],
  "mulliken_charge": [-1.165, 0.691, -0.238, -0.665, -0.929, 0.677, -0.006, 0.126, -0.367, -0.081, -1.234, -0.584, 0.095, 0.723, -0.610, -0.704, -1.089, -0.621, -0.676, -0.537, -0.940, -0.786, -0.123, 0.278, 0.305, 0.240, -0.052, 0.509, 0.369, 0.302, 0.399, 0.425, 0.059, 0.749, 1.029, 0.656, 0.339, 0.422, 0.276, 0.595, 0.225, 0.318, 0.514, 0.337, 0.626, 0.122]
}



5.
{
  "formula": "C5H8S2",
  "method": "ωB97M-V with the def2-TZVPD basis set",
  "de_lowest_kj_mol": 131.8,
  "e_lumo_ev": 0.82,
  "energy_ev": -26983.7919,
  "total_charge": 0,
  "smiles": "CSC1=CSCC1",
  "gap_ev": 8.59,
  "e_homo_ev": -7.76,
  "elements": ["C", "S", "C", "C", "S", "C", "C", "H", "H", "H", "H", "H", "H", "H", "H"],
  "positions_angstrom": [[-0.50038, 1.01034, 2.19260], [-1.13432, 1.49549, 0.60720], [-0.26543, 0.54712, -0.51804], [0.25436, 1.01228, -1.64196], [1.27685, -0.24121, -2.53779], [0.42245, -1.56245, -1.47254], [0.02472, -0.79825, -0.15129], [0.50781, 1.48005, 2.40565], [-1.16720, 1.48431, 2.97691], [-0.53252, -0.12110, 2.37997], [0.34289, 2.09749, -1.88299], [-0.58635, -1.84411, -1.99195], [1.21718, -2.29697, -1.33971], [-0.75184, -1.48594, 0.37949], [0.89178, -0.77705, 0.59447]],
  "mulliken_charge": [-0.757, -0.111, 0.332, -0.389, -0.159, -0.659, -0.666, 0.274, 0.299, 0.253, 0.358, 0.311, 0.380, 0.250, 0.284]
}



6.
{
  "formula": "C5H4O2",
  "method": "ωB97M-V with the def2-TZVPD basis set",
  "de_lowest_kj_mol": 81.4,
  "e_lumo_ev": -0.58,
  "energy_ev": -9343.3384,
  "total_charge": 0,
  "smiles": "O=C1C=CCC1=O",
  "gap_ev": 8.83,
  "e_homo_ev": -9.40,
  "elements": ["O", "C", "C", "C", "C", "C", "O", "H", "H", "H", "H"],
  "positions_angstrom": [[-0.07874, -1.39347, -2.10631], [-0.17295, -0.63200, -1.17618], [-1.28349, -0.40979, -0.22506], [-0.79613, 0.18196, 0.87523], [0.68204, 0.51180, 0.79636], [1.00792, 0.25903, -0.66714], [2.01958, 0.47839, -1.27478], [-2.32261, -0.65781, -0.42626], [-1.41237, 0.47317, 1.72357], [1.40576, -0.23720, 1.14956], [0.95098, 1.42592, 1.33102]],
  "mulliken_charge": [-0.508, 0.512, -0.361, -0.326, -0.543, 0.343, -0.496, 0.395, 0.396, 0.225, 0.364]
}



7.
{
  "formula": "C6H10BrN3O",
  "method": "ωB97M-V with the def2-TZVPD basis set",
  "de_lowest_kj_mol": 415.7,
  "e_lumo_ev": 0.53,
  "energy_ev": -82939.4141,
  "total_charge": 0,
  "smiles": "C1CC2=NN2C1.CN=C=O.Br",
  "gap_ev": 10.26,
  "e_homo_ev": -9.73,
  "elements": ["C", "C", "C", "N", "N", "C", "H", "H", "H", "H", "H", "H", "C", "N", "C", "O", "H", "H", "H", "Br", "H"],
  "positions_angstrom": [[0.48694, -0.66813, -1.87113], [1.19122, -1.15796, -0.56587], [0.05433, -0.98301, 0.27912], [-0.95771, -1.51941, 0.81232], [-1.01411, -0.32474, -0.24659], [-0.97039, -0.92853, -1.59645], [0.62716, 0.48981, -2.01587], [0.90621, -1.19037, -2.66853], [1.60267, -2.10511, -0.63038], [2.00504, -0.44150, -0.37196], [-1.63074, -0.52418, -2.33235], [-1.33425, -2.00170, -1.49075], [0.31128, 2.04865, 2.24834], [1.08832, 0.79987, 2.67641], [0.78922, -0.35826, 2.73769], [0.60998, -1.47849, 3.02388], [-0.13032, 2.49410, 3.11626], [0.96681, 2.63173, 1.57067], [-0.43495, 1.55768, 1.53404], [-2.02552, 2.50666, -2.52552], [-2.14119, 1.15286, -1.68334]],
  "mulliken_charge": [-0.198, -0.781, 0.734, -0.583, -0.218, -0.933, 0.138, 0.451, 0.411, 0.212, 0.379, 0.294, -0.511, -0.394, 0.715, -0.466, 0.308, 0.228, 0.216, -0.266, 0.265]
}



8.
{
  "formula": "C18H22GeIMoN3O5",
  "method": "ωB97M-V with the def2-TZVPD basis set",
  "de_lowest_kj_mol": 170.5,
  "e_lumo_ev": -8.45,
  "energy_ev": -100182.6324,
  "total_charge": 2,
  "gap_ev": 6.86,
  "e_homo_ev": -15.31,
  "elements": ["Mo", "C", "C", "N", "C", "C", "C", "O", "C", "C", "N", "C", "C", "C", "C", "C", "C", "I", "C", "O", "H", "H", "H", "H", "H", "H", "H", "H", "H", "H", "H", "H", "O", "N", "O", "O", "C", "Ge", "C", "C", "C", "H", "H", "H", "H", "H", "H", "H", "H", "H", "H"],
  "positions_angstrom": [[0.27324, -0.59441, -0.71440], [2.25602, 0.32316, 3.23664], [1.26012, 1.33313, 2.75165], [1.17090, 2.50305, 3.37884], [0.31370, 3.42489, 2.95413], [-0.56383, 3.24807, 1.88942], [-1.50333, 4.36104, 1.47655], [-1.74531, 4.33129, 0.07461], [-0.51477, 2.02609, 1.23500], [-1.55771, 1.67286, 0.26778], [-1.52140, 0.67171, -0.53588], [-2.69328, 0.36356, -1.29978], [-3.50311, 1.34522, -1.84784], [-4.63507, 0.98879, -2.56673], [-4.96771, -0.34584, -2.74703], [-4.15653, -1.34629, -2.22169], [-3.03406, -0.96295, -1.52052], [-1.74348, -2.47548, -0.77784], [0.43757, 1.09486, 1.66453], [0.57048, -0.08278, 0.94920], [2.99700, 0.82459, 3.85302], [1.76228, -0.43487, 3.84795], [2.75286, -0.17876, 2.40764], [0.32402, 4.36590, 3.49428], [-2.45554, 4.25471, 2.00203], [-1.07682, 5.31336, 1.78830], [-1.39022, 5.12621, -0.33507], [-2.47089, 2.25543, 0.31181], [-3.23668, 2.39013, -1.72998], [-5.25480, 1.76243, -2.99911], [-5.84970, -0.62107, -3.30903], [-4.40051, -2.38955, -2.37127], [0.64254, 1.76760, -3.54799], [0.56689, 1.03477, -2.65220], [1.12080, 1.19666, -1.49170], [-0.10619, -0.09256, -2.67007], [4.62336, -2.69426, -0.24326], [2.71838, -2.97536, -0.16052], [2.13577, -4.56605, -1.13134], [2.00883, -2.97444, 1.65372], [1.69329, -1.68647, -1.37287], [5.08087, -3.53863, 0.27447], [4.91931, -1.77228, 0.25365], [4.97531, -2.68107, -1.27357], [2.47395, -5.42912, -0.55447], [2.59432, -4.60312, -2.11877], [1.05277, -4.62403, -1.23714], [2.01023, -4.00610, 2.00918], [0.98856, -2.60164, 1.72872], [2.64232, -2.39235, 2.32084], [2.01526, -1.91001, -2.39386]],
  "mulliken_charge": [0.017, -0.925, 0.467, -0.535, -0.734, 0.275, -0.971, -0.465, 0.579, -0.239, 0.405, 0.254, -0.291, -0.890, -0.622, -0.578, 0.268, 0.369, -0.003, -0.503, 0.431, 0.320, 0.100, 0.417, 0.291, 0.550, 0.310, 0.878, 0.577, 0.434, 0.424, 0.423, -0.491, 1.435, -0.559, -0.545, -1.036, 0.356, -1.094, -1.040, 0.188, 0.379, 0.379, 0.389, 0.403, 0.384, 0.338, 0.469, 0.278, 0.277, 0.458]
}